Entry from the Open Molecules 2025 dataset: C25H18Cl3IrN6O4S as an isolated structure in a non-equilibrium geometry (ωB97M-V/def2-TZVPD).

The geometry in XYZ format:
```
58
Properties=species:S:1:pos:R:3:forces:R:3
Ir -1.522 0.913 1.429 0.1 -0.4 -1.5
N 1.068 -1.226 -0.267 -0.5 0.4 -1.0
C -0.260 -1.538 -0.486 0.6 -0.1 -0.7
C -0.531 -2.888 -0.783 -0.3 -0.1 -0.6
C -1.803 -3.256 -1.148 0.2 0.1 0.0
C -2.776 -2.265 -1.242 0.0 0.3 0.0
C -2.427 -0.985 -0.873 -0.5 -0.1 -0.1
N -1.213 -0.621 -0.431 -0.1 0.3 1.0
C 1.932 -0.218 -0.709 -0.4 -0.2 0.7
C 3.243 -0.504 -0.829 0.4 0.0 -0.2
C 4.223 0.372 -1.335 0.0 -0.3 0.0
C 3.893 1.634 -1.707 -0.1 1.0 -0.3
C 2.623 2.234 -1.672 0.4 -1.5 0.8
N 0.617 2.037 0.033 -1.5 3.1 2.3
H 1.605 -2.075 -0.179 -0.1 0.0 0.0
H 0.267 -3.618 -0.752 -0.1 0.1 -0.1
H -2.025 -4.287 -1.390 0.0 0.0 0.0
H -3.783 -2.472 -1.572 0.0 0.0 0.0
H -3.156 -0.196 -0.912 -0.2 0.2 0.2
H 3.546 -1.512 -0.551 0.0 0.0 -0.2
H 5.231 0.005 -1.449 0.1 0.1 0.0
H 4.669 2.281 -2.104 0.0 0.0 0.1
H 2.430 3.267 -1.458 -0.3 0.4 -0.4
S -6.060 -0.550 2.070 -0.1 0.0 -0.1
C -4.516 -0.068 1.859 0.1 -0.1 0.1
N -3.403 0.239 1.712 0.1 0.1 -0.2
C -0.857 -0.301 2.953 -0.1 -0.1 0.1
C 0.169 -1.277 2.511 -0.1 0.0 0.3
C -0.180 -2.572 2.113 0.2 -0.1 0.4
C 0.772 -3.465 1.653 0.1 -0.1 0.5
C 2.110 -3.075 1.578 0.1 -0.3 0.3
C 2.481 -1.794 1.995 0.1 0.1 0.7
C 1.522 -0.916 2.461 0.3 -0.1 0.2
C 3.096 -3.977 1.050 -0.1 0.1 0.2
N 3.893 -4.688 0.622 0.1 -0.1 -0.1
H -0.448 0.371 3.703 0.1 0.0 0.1
H -1.726 -0.819 3.367 0.0 0.0 0.0
H -1.221 -2.870 2.158 0.0 0.0 0.0
H 0.487 -4.463 1.340 0.0 0.0 0.1
H 3.520 -1.495 1.940 0.0 0.0 0.0
H 1.803 0.083 2.772 0.0 0.0 0.0
O -1.940 2.364 2.742 0.1 0.0 0.4
Cl -0.782 3.407 3.081 -0.1 0.0 -0.1
O -1.533 4.440 3.769 0.0 0.0 0.0
O 0.133 2.739 3.991 -0.1 -0.1 0.0
O 0.401 1.592 1.276 0.4 -1.1 -0.1
Cl -2.144 5.596 -1.653 0.0 0.1 0.0
C -1.794 3.957 -2.114 0.1 0.1 -0.1
C -1.529 3.651 -3.413 0.1 -0.1 -0.1
C -1.181 2.404 -3.985 0.0 -0.3 0.2
C -0.533 1.312 -3.389 -0.2 0.4 0.0
C 0.265 1.330 -2.278 -0.4 0.5 -0.5
Cl 1.221 1.381 -1.137 1.4 -1.8 -2.7
C -1.958 3.025 -1.074 0.1 0.3 -0.6
N -2.118 2.244 -0.256 -0.1 -0.5 1.0
H -1.694 4.473 -4.103 0.1 0.0 0.0
H -1.453 2.284 -5.029 -0.1 -0.1 0.1
H -0.653 0.355 -3.898 0.2 0.1 -0.1
```
Positions in Å, forces in eV/Å.

Values from the calculation:
* ΔE to the lowest compared entry with this formula, charge and spin: 345.2 kcal/mol
* expectation value of S²: 0.83
* HOMO (alpha / beta): -4.9 / -5.0 eV
* multiplicity: 2
* molecular weight: 797.1 g/mol
* strongest force on any atom: 4.10 eV/A
* net charge: -1
* total energy: -94568.30533 eV
* frontier orbital gap (alpha / beta): 6.61 / 5.18 eV


Entry from the Open Molecules 2025 dataset: C25H18F3NO5PRhS2 as an isolated structure (ωB97M-V/def2-TZVPD).

The geometry in XYZ format:
```
56
Properties=species:S:1:pos:R:3:forces:R:3
Rh 0.258 1.315 0.351 -0.1 -0.2 0.0
O 1.950 1.286 -0.931 0.0 0.0 0.0
S 2.876 0.826 0.154 -0.2 0.3 0.2
O 4.202 1.343 0.105 0.0 0.0 0.0
O 2.120 1.082 1.427 0.3 -0.2 -0.3
C 2.958 -0.924 -0.028 0.1 -0.1 0.0
C 4.214 -1.509 -0.105 0.0 -0.1 0.0
C 4.316 -2.884 -0.246 0.1 0.0 0.0
C 3.169 -3.660 -0.304 -0.1 0.0 0.0
C 1.920 -3.063 -0.223 0.0 0.0 -0.1
C 1.793 -1.682 -0.097 0.0 -0.1 0.0
P 0.111 -0.969 0.075 -0.1 0.2 0.0
C -0.735 -1.492 -1.443 0.0 0.1 0.0
C -2.128 -1.591 -1.494 0.0 0.0 0.1
C -2.754 -1.899 -2.692 0.0 0.0 0.0
C -2.010 -2.082 -3.848 0.0 0.0 0.0
C -0.630 -1.954 -3.809 0.0 0.0 0.0
C 0.006 -1.660 -2.613 0.0 0.0 0.0
C -0.457 -1.948 1.485 -0.1 0.0 0.0
C 0.003 -1.558 2.740 0.0 0.0 0.0
C -0.357 -2.287 3.862 0.0 0.0 0.0
C -1.171 -3.404 3.736 0.0 0.0 0.0
C -1.623 -3.795 2.484 0.0 0.0 0.0
C -1.266 -3.070 1.356 0.0 0.0 0.0
H 5.091 -0.880 -0.054 0.0 0.0 0.0
H 5.291 -3.348 -0.306 0.0 0.0 0.0
H 3.244 -4.734 -0.408 0.0 0.0 0.0
H 1.030 -3.679 -0.259 0.0 0.0 0.0
H -2.714 -1.416 -0.602 0.0 0.0 0.0
H -3.832 -1.982 -2.721 0.0 0.0 0.0
H -2.506 -2.313 -4.782 0.0 0.0 0.0
H -0.045 -2.077 -4.711 0.0 0.0 0.0
H 1.081 -1.550 -2.599 0.1 0.0 0.0
H 0.631 -0.679 2.840 0.0 0.0 0.0
H -0.003 -1.979 4.837 0.0 0.0 0.0
H -1.455 -3.969 4.614 0.0 0.0 0.0
H -2.259 -4.665 2.383 0.0 0.0 0.0
H -1.628 -3.375 0.383 0.0 0.0 0.0
F -1.839 5.107 -3.028 0.0 0.0 0.0
C -2.269 5.238 -1.760 0.0 -0.1 0.0
F -2.715 6.499 -1.626 0.0 0.0 0.0
F -3.323 4.425 -1.614 0.0 0.0 0.0
C -1.176 4.932 -0.776 0.0 0.0 0.0
C -0.475 5.952 -0.164 0.0 0.0 0.0
C 0.572 5.672 0.707 0.0 0.0 0.0
C 0.895 4.351 0.936 0.0 -0.1 0.0
N 0.219 3.374 0.342 0.0 0.3 0.0
C -0.804 3.612 -0.497 0.1 -0.1 -0.1
S -1.427 2.089 -1.051 0.1 -0.1 0.0
H -0.750 6.978 -0.369 0.0 0.0 0.0
H 1.124 6.463 1.192 0.0 0.0 0.0
H 1.700 4.044 1.592 0.0 0.0 0.0
O -1.009 1.488 1.869 -0.3 -0.2 0.1
C -2.138 0.849 1.879 0.2 0.0 -0.2
O -2.522 0.028 1.064 0.0 0.0 0.1
H -2.752 1.123 2.748 0.0 0.0 0.1
```
Positions in Å, forces in eV/Å.

Values from the calculation:
* ΔE to the lowest compared entry with this formula, charge and spin: 0.0 kcal/mol
* HOMO: -8.3 eV
* molecular weight: 667.4 g/mol
* strongest force on any atom: 0.47 eV/A
* total energy: -80067.60965 eV
* frontier orbital gap: 8.19 eV


Entry from the Open Molecules 2025 dataset: C25H18FeO5 as an isolated structure in a non-equilibrium geometry (ωB97M-V/def2-TZVPD).

The geometry in XYZ format:
```
49
Properties=species:S:1:pos:R:3:forces:R:3
C 0.705 4.757 2.941 0.0 -0.4 -0.4
C -0.327 3.825 2.760 0.2 0.0 -0.1
C -0.300 2.923 1.689 0.3 0.0 -0.2
C 0.762 2.946 0.773 0.2 0.4 0.1
C 0.816 2.122 -0.507 1.3 1.2 -0.2
C 0.073 0.867 -0.575 -1.6 1.1 0.0
C -0.448 0.459 -1.878 0.8 -0.8 -2.6
C -1.914 0.118 -2.048 -0.5 0.0 0.1
C -2.898 0.242 -1.050 -0.1 -0.3 -0.4
C -4.211 -0.212 -1.284 0.4 0.2 0.0
C -4.567 -0.749 -2.525 0.2 0.1 -0.1
C -3.610 -0.810 -3.553 0.1 0.3 0.6
C -2.308 -0.367 -3.307 -0.2 -0.2 -0.2
O 0.292 0.337 -2.884 -1.2 0.4 2.1
O 1.520 2.547 -1.436 -1.0 -0.8 1.1
C 1.808 3.874 0.977 -0.2 -0.1 -0.1
C 1.784 4.769 2.044 -0.2 -0.2 0.0
H 0.673 5.470 3.764 0.0 -0.2 -0.2
H -1.167 3.800 3.451 0.2 0.0 -0.1
H -1.112 2.206 1.545 0.1 0.3 0.2
H -0.531 0.601 0.291 0.4 0.0 -0.2
H -2.657 0.705 -0.097 -0.1 -0.2 -0.1
H -4.953 -0.133 -0.481 0.3 0.0 -0.4
H -5.592 -1.098 -2.705 0.5 0.2 0.1
H -3.869 -1.195 -4.539 0.0 0.1 0.3
H -1.576 -0.406 -4.112 -0.1 0.0 0.3
H 2.640 3.896 0.268 -0.4 0.0 0.2
H 2.607 5.480 2.165 -0.4 -0.3 0.0
O -0.631 -4.905 2.387 1.7 1.1 -1.2
C 0.046 -4.243 1.710 -2.6 -2.2 2.0
Fe 0.576 -2.970 0.592 -0.9 -0.3 -1.1
C -0.599 -3.376 -0.685 -3.4 -0.6 -1.7
O -1.518 -3.539 -1.381 2.5 0.3 1.4
C -0.558 -1.772 1.239 -3.2 2.0 1.7
O -1.469 -1.175 1.656 2.0 -1.1 -0.8
C 2.035 -0.488 -0.634 1.5 -1.1 1.0
C 2.569 -0.222 0.623 0.1 1.4 -2.5
C 2.481 -1.062 1.699 0.0 -1.8 2.7
C 2.194 -2.470 1.728 1.5 1.0 1.8
C 2.617 -3.373 0.680 1.3 0.0 -0.4
C 2.308 -3.053 -0.624 0.4 -0.7 0.3
C 1.654 -1.826 -0.979 0.1 1.3 -3.2
H 2.126 0.239 -1.442 -0.2 -0.2 0.1
H 3.058 0.741 0.775 -0.2 -0.1 0.0
H 2.723 -0.594 2.667 -0.5 -0.4 -0.3
H 2.098 -2.891 2.744 0.5 0.3 -0.6
H 3.061 -4.340 0.917 -0.3 0.2 0.0
H 2.474 -3.790 -1.417 -0.1 0.2 0.2
H 1.115 -1.863 -1.945 0.6 -0.1 0.5
```
Positions in Å, forces in eV/Å.

Values from the calculation:
* expectation value of S²: 6.08
* HOMO (alpha / beta): -5.9 / -9.3 eV
* multiplicity: 5
* molecular weight: 454.3 g/mol
* strongest force on any atom: 4.11 eV/A
* total energy: -70834.90307 eV
* frontier orbital gap (alpha / beta): 5.82 / 6.88 eV


Entry from the Open Molecules 2025 dataset: C25H19BaN8O8 as an isolated structure (ωB97M-V/def2-TZVPD).

The geometry in XYZ format:
```
61
Properties=species:S:1:pos:R:3:forces:R:3
Ba -0.492 0.144 -0.450 -0.1 -0.3 -0.3
O 0.736 -4.430 -1.239 0.0 -0.1 0.0
C 0.020 -3.396 -0.834 -0.1 0.0 0.0
O -0.440 -2.544 -1.561 0.1 -0.1 0.0
C -0.152 -3.343 0.661 0.1 0.0 0.0
C 0.398 -4.266 1.533 0.0 0.0 0.0
C 0.244 -4.034 2.897 0.0 0.0 0.0
C -0.427 -2.903 3.327 0.0 -0.1 0.0
C -0.946 -2.030 2.373 0.0 0.0 0.0
N -0.808 -2.265 1.077 0.1 0.1 -0.1
C -1.628 -0.704 2.764 0.0 0.0 0.0
O -1.725 -0.480 3.972 0.0 0.0 0.0
O -1.971 0.012 1.782 0.1 0.0 0.0
H 1.132 -4.230 -2.127 0.0 0.0 0.0
H 0.944 -5.116 1.152 0.0 0.0 0.0
H 0.667 -4.727 3.614 0.0 0.0 0.0
H -0.554 -2.651 4.371 0.0 0.0 0.0
O -2.141 4.378 0.707 0.0 0.0 0.0
C -1.447 3.378 0.558 0.0 0.0 0.0
O -1.398 2.619 -0.467 0.0 0.1 0.0
C -0.560 2.936 1.722 0.0 0.1 0.1
C -0.784 3.518 2.992 0.0 0.0 0.0
C -0.097 3.045 4.063 0.0 0.0 0.0
C 0.839 1.999 3.885 0.0 0.0 0.0
C 1.562 1.422 4.953 0.0 0.0 0.0
C 2.435 0.397 4.726 0.0 0.0 0.0
C 2.623 -0.096 3.418 0.0 0.0 0.0
C 1.941 0.447 2.365 0.0 0.0 0.0
C 1.029 1.509 2.577 0.0 0.0 0.0
N 0.324 1.994 1.509 0.1 0.0 0.3
H -1.526 4.298 3.065 0.0 0.0 0.0
H -0.268 3.438 5.059 0.0 0.0 0.0
H 1.399 1.800 5.955 0.0 0.0 0.0
H 2.979 -0.048 5.550 0.0 0.0 0.0
H 3.311 -0.914 3.244 0.0 0.0 0.0
H 2.084 0.064 1.360 0.0 0.0 0.0
N 3.983 0.492 -0.818 0.0 0.0 0.0
C 3.200 -0.534 -1.275 0.0 0.0 0.0
O 2.040 -0.660 -0.822 -0.1 0.1 0.0
C 3.776 -1.426 -2.225 0.0 0.1 0.0
C 3.017 -2.505 -2.712 0.0 0.0 -0.1
N 2.398 -3.395 -3.111 0.0 0.0 0.0
C 5.097 -1.228 -2.679 0.0 -0.1 0.1
N 6.192 -1.029 -2.993 0.0 0.1 0.0
H 4.846 0.713 -1.284 0.0 0.0 0.0
H 3.518 1.222 -0.307 0.0 0.0 0.0
C -4.559 1.680 -4.834 0.0 0.0 0.0
N -3.176 1.437 -4.510 0.0 0.0 0.0
C -2.382 0.459 -5.219 0.0 0.1 0.0
C -1.211 0.261 -4.253 0.1 -0.2 0.1
O -0.223 -0.382 -4.508 0.0 0.1 0.0
N -1.499 0.902 -3.064 -0.3 0.2 -0.1
C -2.648 1.559 -3.255 0.1 -0.2 0.0
N -3.249 2.260 -2.303 0.2 0.1 0.1
H -4.668 1.707 -5.917 0.0 0.0 0.0
H -4.882 2.651 -4.457 0.0 0.0 0.0
H -5.226 0.908 -4.435 0.0 0.0 0.0
H -2.035 0.817 -6.188 0.0 0.0 0.0
H -2.910 -0.491 -5.354 0.0 0.0 0.0
H -2.634 2.569 -1.501 -0.1 -0.2 -0.1
H -4.068 2.793 -2.531 0.0 0.0 0.0
```
Positions in Å, forces in eV/Å.

Values from the calculation:
* ΔE to the lowest compared entry with this formula, charge and spin: 12.1 kcal/mol
* HOMO: -5.5 eV
* molecular weight: 696.8 g/mol
* strongest force on any atom: 0.44 eV/A
* net charge: -1
* total energy: -55237.94637 eV
* frontier orbital gap: 7.56 eV


Which of these has the lowest molecular weight? C25H18FeO5


What is the strongest force on any atom in the second record? 0.47 eV/A


Look up the total energy of the third one. -70834.90307 eV